(1)
C30H40BN3O17PS | ωB97M-V/def2-TZVPD

Results
Frontier orbital gap   0.1687 Ha
Charge   -1
LUMO energy   -0.05 eV
HOMO   -4.642 eV

```
93
Properties=species:S:1:pos:R:3:forces:R:3
C 1.56927 -2.78159 -5.95897 -0.01 -0.21 0.24
C 1.49255 -1.25246 -5.94063 0.33 0.21 0.04
O 1.41000 -0.76254 -7.29408 0.32 0.10 0.21
C 0.35306 -0.67354 -5.10631 -0.05 0.05 0.06
C 0.63708 -0.23484 -3.64474 0.04 -0.37 -0.54
C 1.02158 -1.38662 -2.68587 -0.15 -0.09 -0.20
C 2.45091 -1.96612 -2.63933 0.02 0.11 0.00
C 3.60606 -1.02316 -2.24555 0.02 0.03 0.25
C 4.56661 -0.55514 -3.35302 -0.07 0.11 0.02
N 4.89785 -1.59741 -4.33556 -0.19 -0.05 0.08
O 1.64707 0.76240 -3.69525 -0.06 -0.17 0.42
B 1.13178 1.92390 -2.93894 -0.07 -0.03 -0.16
C 1.49906 1.90167 -1.33705 0.21 -0.01 0.17
O 0.34148 2.27168 -0.51739 -0.08 0.10 0.06
N 0.14972 3.60320 -0.45530 0.05 -0.17 -0.16
O -0.90202 3.85512 0.03495 -0.10 -0.05 0.18
P 1.92476 3.50928 -3.88362 0.09 0.25 0.28
S 2.55068 5.15499 -2.94903 -0.06 -0.15 -0.08
O -0.30981 1.87690 -3.16092 -0.12 0.19 -0.04
C -0.64742 0.51435 -3.09563 0.24 0.06 0.23
C -1.98140 0.30296 -3.78832 -0.25 0.17 -0.09
C -2.57873 -1.09833 -3.60949 -0.05 -0.18 0.21
N -3.43233 -1.59425 -4.69354 0.01 0.10 -0.08
H 0.97086 -3.23695 -5.16144 0.06 0.11 -0.09
H 2.59352 -3.14174 -5.83338 -0.05 0.08 -0.11
H 1.19636 -3.15919 -6.91853 -0.02 -0.02 0.14
H 2.43446 -0.83954 -5.57791 -0.03 0.01 0.08
H 0.75626 -1.29304 -7.74528 -0.31 -0.13 -0.21
H 0.04567 0.24465 -5.61845 0.03 -0.13 0.05
H -0.49146 -1.37749 -5.13322 0.06 0.12 0.01
H 0.75062 -1.07809 -1.66899 0.07 0.01 -0.07
H 0.34145 -2.21910 -2.93080 0.09 0.06 0.17
H 2.40005 -2.75647 -1.87853 0.02 0.04 -0.15
H 2.72280 -2.46815 -3.56431 -0.05 -0.01 -0.16
H 4.21876 -1.50325 -1.46886 -0.16 -0.08 -0.11
H 3.18635 -0.12769 -1.78251 0.20 -0.06 -0.01
H 5.47982 -0.18888 -2.86247 -0.15 0.10 -0.03
H 4.12282 0.29880 -3.86980 -0.06 -0.19 -0.06
H 5.74662 -2.08457 -4.09004 0.05 -0.05 0.03
H 5.02542 -1.20579 -5.25533 0.06 0.07 -0.08
H 1.70993 0.88892 -0.97924 -0.06 0.16 -0.04
H 2.34888 2.53049 -1.03956 -0.19 -0.02 -0.06
H 2.96303 2.94732 -4.64656 0.09 -0.09 -0.11
H 1.03839 3.78946 -4.93951 -0.09 0.01 -0.09
H -0.78939 0.21923 -2.04013 0.09 -0.01 -0.03
H -2.65685 1.04180 -3.33533 0.06 -0.07 -0.17
H -1.91316 0.56397 -4.85155 0.04 -0.10 0.16
H -3.18601 -1.11845 -2.69721 0.16 -0.02 -0.01
H -1.79061 -1.84507 -3.46715 -0.07 0.11 0.05
H -2.86361 -1.77894 -5.51176 0.04 0.02 -0.04
H -4.07818 -0.86527 -4.97351 -0.09 0.02 0.01
C -2.71708 -1.47306 2.15753 -0.03 -0.04 0.09
C -3.83162 -1.57218 2.88605 -0.04 0.15 0.06
C -4.89066 -0.49004 2.93841 0.01 -0.29 0.17
O -5.85875 -0.75471 3.64306 0.00 0.14 -0.06
C -4.69054 0.70904 2.19501 0.01 0.22 -0.12
C -3.55938 0.85129 1.46855 0.22 -0.54 0.25
C -2.49904 -0.25562 1.40028 0.06 0.07 -0.31
O -1.53012 -0.07053 0.68882 -0.28 0.16 0.22
O -3.30204 1.92548 0.78171 0.11 0.55 -0.39
O -4.14889 -2.60701 3.66025 0.20 -0.31 -0.05
H -1.96384 -2.24770 2.11383 0.00 0.01 0.00
H -5.44402 1.48196 2.24728 0.03 0.03 -0.05
H -2.43027 1.89382 0.32966 0.02 -0.14 0.20
H -5.01371 -2.35865 4.05555 -0.10 0.08 0.00
C 0.57464 1.91294 2.82845 -0.07 -0.11 0.00
C -0.20954 2.46493 3.76386 0.19 0.16 0.02
C 0.22822 3.65201 4.60514 -0.05 -0.09 -0.05
O -0.58789 4.05243 5.42022 0.00 0.05 0.06
C 1.53949 4.21179 4.40341 0.11 0.08 0.04
C 2.32894 3.66136 3.46677 -0.07 -0.08 -0.14
C 1.88899 2.47213 2.62773 -0.14 -0.02 0.01
O 2.70397 2.05424 1.83003 0.21 -0.04 -0.09
O 3.54800 4.06719 3.17125 0.03 0.22 0.17
O -1.42685 2.04783 4.06427 -0.22 -0.25 -0.16
H 0.27531 1.07596 2.21197 -0.05 0.04 -0.02
H 1.84312 5.05605 5.00571 0.01 0.01 -0.02
H 3.84518 3.49972 2.43040 -0.01 -0.10 -0.06
H -1.75081 2.64982 4.76296 0.01 0.07 0.05
C -1.50883 -0.61876 7.67231 0.04 0.07 0.06
C -0.74919 -1.20707 8.60781 0.04 -0.15 -0.05
C -0.36745 -2.67935 8.55169 0.01 0.13 0.07
O 0.33837 -3.06911 9.46924 0.00 -0.08 -0.02
C -0.85449 -3.48925 7.47122 0.00 -0.10 -0.10
C -1.62517 -2.91062 6.53103 -0.08 0.22 0.13
C -1.97482 -1.42382 6.56949 0.04 -0.24 -0.15
O -2.63742 -1.01990 5.63477 -0.12 0.21 0.06
O -2.15126 -3.55466 5.51419 0.03 -0.17 0.00
O -0.24526 -0.59530 9.66451 -0.07 0.26 0.00
H -1.77263 0.42904 7.69909 0.01 0.00 0.01
H -0.59680 -4.53855 7.45141 -0.01 0.00 -0.03
H -2.72145 -2.94034 4.99757 0.05 0.01 -0.01
H 0.26496 -1.28022 10.14252 0.04 -0.10 0.02
```
Forces are in eV/Å.


(2)
C30H40BrCaF6N7O6S3 | ωB97M-V/def2-TZVPD

Results
Frontier orbital gap   0.2906 Ha
Charge   0
LUMO energy   -0.03 eV
HOMO   -7.934 eV

```
94
Properties=species:S:1:pos:R:3:forces:R:3
Ca 1.03253 -1.51360 0.46396 -0.67 0.14 -0.20
C -2.32640 -1.36607 -4.28767 0.02 0.02 0.05
C -2.31981 -0.36641 -3.15420 -0.02 -0.04 -0.03
C -3.20811 -0.48540 -2.08506 -0.04 -0.04 0.00
C -4.09846 -1.69963 -1.96058 0.01 0.10 -0.01
C -3.24635 0.49229 -1.08356 0.01 0.02 -0.04
C -4.22531 0.31653 0.05495 0.06 -0.01 -0.01
C -2.38596 1.59041 -1.15576 -0.01 0.03 0.09
C -2.37424 2.66404 -0.08664 -0.06 -0.06 -0.06
C -1.48676 1.69861 -2.22209 0.09 0.09 -0.02
C -0.61863 2.93276 -2.35533 -0.09 -0.08 0.00
C -1.40882 0.69182 -3.18503 -0.03 0.11 0.02
C -0.32874 0.73439 -4.24161 -0.06 0.00 0.02
H -1.61319 -2.17877 -4.12087 -0.04 0.02 -0.03
H -2.05485 -0.88766 -5.22849 -0.01 -0.02 0.01
H -3.31004 -1.80925 -4.42647 0.00 -0.01 0.01
H -5.11471 -1.49602 -2.31458 0.00 -0.01 0.01
H -4.16856 -2.01820 -0.92080 0.00 0.00 -0.02
H -3.70834 -2.54324 -2.52210 -0.01 0.00 -0.02
H -3.85279 -0.41911 0.77884 -0.03 0.03 -0.02
H -5.18303 -0.05262 -0.31109 0.00 -0.01 0.01
H -4.42877 1.24408 0.58453 0.00 -0.01 -0.01
H -2.89380 3.57052 -0.41318 0.00 0.00 0.02
H -1.35377 2.94816 0.16679 0.02 0.03 0.00
H -2.84935 2.33650 0.83572 0.00 0.00 -0.01
H 0.34993 2.81166 -1.85983 0.02 0.01 0.01
H -1.10272 3.80851 -1.92417 0.00 0.00 -0.01
H -0.41620 3.15868 -3.40138 0.01 0.00 0.01
H -0.64188 1.28695 -5.13366 0.01 -0.01 -0.01
H -0.04923 -0.27078 -4.55392 0.00 0.02 0.01
H 0.57288 1.20992 -3.85670 0.00 0.00 0.00
F 3.60182 -2.26775 -0.62534 -0.02 0.09 0.00
C 3.89267 -3.54997 -0.34440 0.02 -0.04 -0.03
F 5.21318 -3.68200 -0.33186 0.07 0.00 0.03
F 3.38378 -4.32671 -1.27581 -0.07 -0.09 -0.07
S 3.19550 -3.96661 1.30925 0.04 0.11 0.03
O 1.79257 -3.57956 1.22935 0.39 -0.24 -0.04
O 3.54088 -5.32363 1.53667 -0.09 0.00 0.06
N 4.00653 -2.97437 2.23412 0.14 -0.06 0.10
S 3.35304 -1.67705 2.79219 -0.25 0.21 0.34
O 2.48433 -1.84977 3.92108 0.18 0.07 -0.09
O 2.86188 -0.76090 1.75260 0.04 -0.11 0.26
C 4.83295 -0.79880 3.44349 0.05 -0.09 -0.27
F 5.46210 -1.51703 4.35307 0.05 -0.13 0.11
F 5.67004 -0.50106 2.45544 0.08 0.00 -0.07
F 4.41678 0.33842 4.00088 -0.11 0.15 0.07
S -1.00454 -2.07008 2.57340 0.10 0.09 -0.07
C -0.79729 -0.62850 3.44471 0.09 0.09 0.10
N -1.27306 0.53845 2.98769 -0.03 -0.05 0.04
C -1.08549 1.81377 3.66090 0.00 0.01 -0.01
C 0.21154 1.77521 4.44900 0.07 -0.02 -0.01
C 0.21049 0.56606 5.36897 0.02 0.01 -0.03
N -0.15210 -0.62787 4.61730 -0.04 -0.03 -0.02
H -1.70375 0.49906 2.07758 -0.02 0.01 -0.02
H -1.92654 2.01928 4.33016 -0.03 0.00 0.00
H -1.05498 2.59480 2.90255 -0.02 -0.02 0.00
H 0.32162 2.68801 5.03458 0.01 0.00 0.01
H 1.05257 1.70258 3.75402 -0.06 0.00 0.04
H -0.48811 0.71839 6.19588 -0.03 -0.02 0.01
H 1.20131 0.40824 5.79354 0.00 -0.03 0.01
H 0.29654 -1.50351 4.83907 0.00 0.05 -0.02
C 0.84212 5.31326 0.57712 0.02 0.03 0.00
C 2.33847 5.02216 0.52738 -0.04 -0.06 -0.02
C 2.85569 5.02161 -0.90896 -0.02 0.01 0.04
C 2.68276 3.72518 1.26303 -0.05 0.04 -0.04
N 2.03425 2.54536 0.68874 0.05 0.10 0.02
C 2.36960 1.80707 -0.37384 0.00 -0.01 -0.03
N 1.47200 0.86645 -0.53376 -0.01 -0.03 0.35
N 0.58286 1.04384 0.47400 0.25 0.09 0.07
N 0.91360 2.04011 1.21324 0.11 -0.05 -0.35
H 0.62961 6.27194 0.10261 -0.01 -0.01 0.02
H 0.47479 5.35086 1.60457 -0.01 0.00 -0.01
H 0.27544 4.54927 0.04109 0.00 0.01 0.00
H 2.86396 5.80318 1.08492 0.03 0.00 0.00
H 2.28155 4.33293 -1.53424 0.02 0.00 0.00
H 3.91123 4.74368 -0.95800 -0.01 0.02 -0.02
H 2.74965 6.01397 -1.34728 0.00 -0.02 -0.01
H 2.34986 3.77254 2.29815 0.00 -0.04 0.02
H 3.75751 3.54538 1.25318 0.00 -0.04 -0.01
H 3.24057 1.96898 -0.98535 0.00 -0.01 0.02
Br 0.56989 -4.10884 -4.22397 0.04 -0.03 -0.02
C -0.79705 -4.62126 -3.01545 -0.02 0.09 0.07
C -1.54860 -5.73569 -3.35755 -0.01 -0.01 -0.01
C -2.58859 -6.14586 -2.53845 0.01 0.00 -0.01
C -2.88912 -5.43293 -1.38724 -0.03 -0.02 0.02
C -2.14814 -4.31023 -1.06550 0.07 -0.02 -0.02
C -1.08691 -3.88851 -1.86642 0.07 0.04 -0.02
C -0.30744 -2.69433 -1.37031 0.00 0.10 -0.09
O 0.93796 -2.61800 -1.57005 -0.23 -0.14 0.01
O -0.92125 -1.85465 -0.65337 -0.06 -0.35 -0.22
H -1.31453 -6.27584 -4.26438 0.00 0.00 0.00
H -3.16425 -7.02230 -2.80700 0.00 0.00 0.00
H -3.70074 -5.75020 -0.74511 0.01 0.01 0.00
H -2.36957 -3.72534 -0.18190 0.00 -0.02 0.00
```
Forces are in eV/Å.